{"formula": "C7H10NPS3", "method": "ωB97M-V/def2-TZVPD", "orbital_gap_ev": [6.60, 6.60], "charge": 0, "de_lowest_kj_mol": 0.0, "e_lumo_ha": [-0.064, -0.064], "fmax_ev_per_a": 4.58, "e_homo_ev": [-8.3, -8.3], "elements": ["C", "C", "C", "C", "C", "C", "C", "N", "P", "S", "S", "S", "H", "H", "H", "H", "H", "H", "H", "H", "H", "H"], "positions_angstrom": [[-2.41070, -1.04162, -0.17605], [-1.99138, -0.11311, -1.09130], [-2.05157, -1.04706, 1.15343], [-1.03664, 0.80258, -0.69025], [-1.12005, -0.09068, 1.60218], [-0.61595, 0.84721, 0.62958], [0.54440, 1.75212, 1.16460], [1.79849, 1.00426, 0.85193], [1.53397, -0.81994, -0.89880], [0.44282, -2.36879, -0.70916], [3.53211, -1.51233, -0.20680], [1.92381, -0.02837, -2.86174], [-3.07158, -1.70195, -0.49259], [-2.12468, -0.11599, -2.12976], [-2.36400, -1.65201, 2.04633], [-0.88668, 1.64882, -1.35879], [-0.70900, 0.05094, 2.64836], [0.47449, 2.77246, 0.75784], [0.56896, 1.78975, 2.29275], [2.35425, 1.57215, 0.28485], [3.43983, -0.49858, 0.62452], [1.76911, -1.24984, -3.44113]]}

=====

{"formula": "C7H10O", "method": "ωB97M-V/def2-TZVPD", "orbital_gap_ev": 6.30, "charge": 0, "de_lowest_kj_mol": 577.4, "e_lumo_ha": -0.058, "fmax_ev_per_a": 2.97, "e_homo_ev": -7.9, "elements": ["C", "C", "C", "C", "C", "C", "C", "O", "H", "H", "H", "H", "H", "H", "H", "H", "H", "H"], "positions_angstrom": [[0.91367, 1.08722, 1.30130], [-1.87320, 1.34783, -0.50601], [0.07832, -0.09093, 0.77232], [-0.71932, 0.43161, -0.58617], [-0.06644, -0.29006, -1.43485], [1.05237, -1.04644, -0.34312], [0.86893, -2.38969, -0.24630], [-0.65279, -0.72637, 1.57833], [0.04223, -0.51880, -2.48010], [2.02744, -0.66340, -0.64116], [1.79351, 0.67663, 1.80081], [1.26400, 1.78157, 0.53591], [0.32731, 1.63304, 2.04116], [-2.40891, 1.41195, -1.45548], [-1.54153, 2.35113, -0.22510], [-2.55445, 0.99215, 0.27228], [0.45398, -2.85430, 0.64183], [0.99486, -3.13316, -1.02567]]}

=====

{"formula": "C7H10O", "method": "ωB97M-V/def2-TZVPD", "orbital_gap_ev": 9.95, "charge": 0, "de_lowest_kj_mol": 682.9, "e_lumo_ha": 0.036, "fmax_ev_per_a": 6.80, "e_homo_ev": -9.0, "elements": ["C", "C", "C", "C", "C", "C", "C", "O", "H", "H", "H", "H", "H", "H", "H", "H", "H", "H"], "positions_angstrom": [[1.28940, 0.15654, 1.10270], [0.80436, 0.43749, -0.25408], [-0.15771, 1.53615, -0.37256], [-1.50985, 0.76224, -0.17785], [-1.42236, -0.65041, -0.07907], [-0.25768, -1.54915, 0.09739], [0.44581, -0.77979, -0.98723], [1.78256, -0.25057, -1.14595], [2.35144, 0.56194, 1.23997], [0.60400, 0.68351, 2.05957], [1.69137, -0.83603, 1.20199], [0.28020, 2.24685, -1.23843], [0.00203, 2.40168, 0.19311], [-2.53837, 1.17075, -0.55023], [-2.35879, -1.01091, 0.12386], [-0.87346, -2.35410, -0.27049], [0.05043, -1.90319, 0.98546], [-0.18339, -0.62301, -1.92816]]}

=====

{"formula": "C7H10O", "method": "ωB97M-V/def2-TZVPD", "orbital_gap_ev": 10.43, "charge": 0, "de_lowest_kj_mol": 146.0, "e_lumo_ha": 0.035, "fmax_ev_per_a": 1.00, "e_homo_ev": -9.5, "elements": ["C", "C", "C", "C", "O", "C", "C", "C", "H", "H", "H", "H", "H", "H", "H", "H", "H", "H"], "positions_angstrom": [[0.59044, -1.63347, -0.80269], [0.01260, -0.55914, -0.28805], [-1.45931, -0.31081, -0.48111], [-2.32586, -0.79462, 0.65501], [-1.90524, 0.23310, -1.46204], [0.73007, 0.47412, 0.50354], [0.92859, 1.85120, -0.06931], [2.09625, 0.91974, 0.08286], [1.63919, -1.82605, -0.65649], [0.03440, -2.35751, -1.37357], [-1.91985, -0.49454, 1.59743], [-3.33879, -0.41142, 0.54221], [-2.35903, -1.88990, 0.61936], [0.53358, 0.42423, 1.57060], [0.85156, 2.69557, 0.60641], [0.54891, 2.04456, -1.06153], [2.82991, 1.13404, 0.84036], [2.51260, 0.50089, -0.82299]]}

=====

{"formula": "C7H10O", "method": "ωB97M-V/def2-TZVPD", "orbital_gap_ev": 9.81, "charge": 0, "de_lowest_kj_mol": 22.4, "e_lumo_ha": 0.033, "fmax_ev_per_a": 1.78, "e_homo_ev": -8.9, "elements": ["C", "C", "C", "C", "C", "C", "C", "H", "H", "H", "H", "H", "H", "H", "H", "O", "H", "H"], "positions_angstrom": [[-1.05766, -0.23525, 2.39276], [-0.92245, -0.31884, 0.90785], [-0.71162, -1.55000, 0.29273], [-0.68798, -1.62508, -1.09254], [-0.72515, -0.49162, -1.89629], [-0.69886, 0.74392, -1.26933], [-0.72204, 0.81915, 0.12158], [-0.33236, 0.44608, 2.84732], [-2.02554, 0.13458, 2.73839], [-0.98263, -1.21002, 2.86657], [-0.53853, -2.41763, 0.91191], [-0.75864, -2.58191, -1.60727], [-0.86640, -0.58398, -2.96598], [-0.52309, 1.69682, -1.74804], [-0.88909, 1.80022, 0.56424], [3.83283, 1.89064, 0.01679], [4.32617, 2.08206, 0.82374], [4.35063, 1.21924, -0.43944]]}

=====

{"formula": "C7H10O", "method": "ωB97M-V/def2-TZVPD", "orbital_gap_ev": [7.93, 7.80], "charge": 0, "de_lowest_kj_mol": 604.0, "e_lumo_ha": [0.025, 0.013], "fmax_ev_per_a": 4.42, "e_homo_ev": [-7.3, -7.5], "elements": ["C", "C", "C", "C", "C", "C", "C", "O", "H", "H", "H", "H", "H", "H", "H", "H", "H", "H"], "positions_angstrom": [[-1.52778, 0.09552, 0.07705], [-1.85630, -0.53798, -1.06918], [-0.92726, -0.83352, 1.11876], [-1.28246, 1.41653, 0.14783], [0.44350, -1.10264, 0.48570], [1.15420, -0.13635, -0.31412], [2.44738, 0.40558, -0.51539], [0.41126, -1.16152, -0.96501], [-2.46518, -0.14049, -1.84752], [-1.76719, -1.54702, -1.00540], [-0.91918, -0.29772, 2.05829], [-1.41024, -1.80497, 1.17882], [-1.63492, 2.11471, -0.48567], [-1.03945, 1.78394, 1.09630], [0.95120, -2.03983, 0.84897], [2.52440, 1.40138, 0.03620], [2.93530, 0.75649, -1.48125], [3.20412, -0.25127, 0.02023]]}

=====

{"formula": "C7H10O", "method": "ωB97M-V/def2-TZVPD", "orbital_gap_ev": 9.41, "charge": 0, "de_lowest_kj_mol": 484.0, "e_lumo_ha": 0.034, "fmax_ev_per_a": 3.91, "e_homo_ev": -8.5, "elements": ["C", "C", "C", "C", "C", "C", "C", "O", "H", "H", "H", "H", "H", "H", "H", "H", "H", "H"], "positions_angstrom": [[1.18944, 0.19171, 1.65880], [0.49692, -0.34620, 0.46307], [1.30061, -1.40130, -0.30670], [0.33689, 1.12762, -0.68900], [-0.88971, 0.89643, -1.15009], [-2.31688, 1.01949, -0.79176], [-1.54634, -0.24837, -0.49861], [-0.85376, -0.65135, 0.64094], [0.76388, 1.25146, 1.93689], [2.17620, 0.49390, 1.36667], [1.36027, -0.56436, 2.49365], [2.34351, -1.19040, -0.32032], [0.88604, -1.38066, -1.38658], [1.14246, -2.39589, 0.11324], [1.03194, 1.94692, -0.81332], [-2.60879, 1.73322, -0.13682], [-3.05117, 0.79692, -1.49792], [-1.76152, -1.27914, -1.08213]]}

=====

{"formula": "C7H10O", "method": "ωB97M-V/def2-TZVPD", "orbital_gap_ev": 8.85, "charge": 0, "de_lowest_kj_mol": 191.7, "e_lumo_ha": 0.031, "fmax_ev_per_a": 3.24, "e_homo_ev": -8.0, "elements": ["C", "C", "C", "C", "C", "O", "C", "C", "H", "H", "H", "H", "H", "H", "H", "H", "H", "H"], "positions_angstrom": [[0.64699, -1.91692, 2.05447], [0.51134, -1.21179, 0.88314], [-0.00339, 0.13432, 1.02027], [-0.07449, 0.78254, -0.13506], [-0.95682, 2.01007, -0.29963], [-1.35318, 2.33909, -1.65205], [0.34715, -0.17354, -1.22611], [0.72785, -1.51542, -0.59083], [1.00304, -2.92712, 2.27895], [0.29192, -1.37798, 2.99018], [-0.36152, 0.51968, 2.02374], [-0.66409, 2.92887, 0.15621], [-1.90450, 1.68691, 0.16940], [-0.63799, 2.72995, -2.21528], [-0.56137, -0.21640, -1.83735], [1.19779, 0.16833, -1.86615], [0.02200, -2.21860, -0.99963], [1.76928, -1.74200, -0.75426]]}

=====

{"formula": "C7H10O", "method": "ωB97M-V/def2-TZVPD", "orbital_gap_ev": 9.66, "charge": 0, "de_lowest_kj_mol": 248.4, "e_lumo_ha": 0.016, "fmax_ev_per_a": 4.58, "e_homo_ev": -9.2, "elements": ["C", "C", "C", "C", "O", "C", "C", "C", "H", "H", "H", "H", "H", "H", "H", "H", "H", "H"], "positions_angstrom": [[1.47948, 1.45954, 0.92735], [0.50015, 0.53786, 0.28971], [-0.52582, 0.86105, -0.49385], [-0.70845, 2.34122, -1.25680], [-0.30096, 3.52619, -1.36884], [-1.39176, -0.28620, -0.82444], [-0.92682, -1.37431, 0.12120], [0.47267, -0.92996, 0.60799], [1.53891, 1.01243, 1.94932], [1.12080, 2.39371, 0.69291], [2.49367, 1.20295, 0.55265], [-1.33879, 1.98175, -2.01841], [-1.47101, -0.55640, -1.84604], [-2.45022, -0.08304, -0.69760], [-0.99594, -2.44907, -0.44411], [-1.61410, -1.38473, 0.96143], [0.66564, -1.18123, 1.70462], [1.18453, -1.59181, 0.08114]]}

=====

{"formula": "C7H10O", "method": "ωB97M-V/def2-TZVPD", "orbital_gap_ev": [7.58, 7.58], "charge": 0, "de_lowest_kj_mol": 516.6, "e_lumo_ha": [0.013, 0.013], "fmax_ev_per_a": 0.90, "e_homo_ev": [-7.2, -7.2], "elements": ["C", "C", "C", "C", "C", "O", "C", "C", "H", "H", "H", "H", "H", "H", "H", "H", "H", "H"], "positions_angstrom": [[-0.80506, -0.55493, -0.45365], [0.08063, 1.93842, 0.32156], [-2.14977, -0.62279, 0.23021], [0.48676, -0.41699, 1.17956], [0.69854, 0.56812, 0.23915], [0.65925, -1.35494, 1.84745], [1.94997, 0.34754, -0.45819], [2.47298, -0.79037, -0.88972], [2.00570, -1.77675, -0.78693], [-0.80341, 0.06029, -1.35012], [-0.36527, -1.52230, -0.67945], [-0.02098, 2.33990, -0.68842], [0.76229, 2.58928, 0.86977], [-0.88764, 1.93722, 0.82248], [-2.52360, 0.36672, 0.49644], [-2.12159, -1.23919, 1.13007], [-2.88199, -1.06930, -0.45266], [3.44319, -0.79994, -1.37756]]}

=====

{"formula": "C7H10O", "method": "ωB97M-V/def2-TZVPD", "orbital_gap_ev": 5.33, "charge": 0, "de_lowest_kj_mol": 836.4, "e_lumo_ha": -0.052, "fmax_ev_per_a": 3.03, "e_homo_ev": -6.8, "elements": ["O", "C", "C", "C", "C", "C", "C", "C", "H", "H", "H", "H", "H", "H", "H", "H", "H", "H"], "positions_angstrom": [[0.77562, 1.20022, 2.36028], [0.90805, 0.10772, 1.87989], [1.75303, -0.11057, 0.63510], [1.17307, -1.04940, -0.44926], [-0.33121, -1.06908, -0.30767], [-1.05392, -0.07001, -1.13072], [-1.16563, 1.51201, -1.32685], [-1.83495, 0.82158, -0.28792], [0.42529, -0.77730, 2.33111], [2.80846, -0.28080, 0.85238], [1.79832, 0.95325, 0.35561], [1.59966, -2.03808, -0.30248], [1.49827, -0.60247, -1.38934], [-0.86978, -2.01374, -0.29037], [-1.61541, -0.47443, -1.97175], [-1.53694, 2.50953, -1.48622], [-1.42721, 0.77297, 0.75504], [-2.90472, 0.60860, -0.22683]]}

=====

{"formula": "C7H10O", "method": "ωB97M-V/def2-TZVPD", "orbital_gap_ev": 9.58, "charge": 0, "de_lowest_kj_mol": 135.5, "e_lumo_ha": 0.028, "fmax_ev_per_a": 4.90, "e_homo_ev": -8.8, "elements": ["C", "C", "C", "C", "C", "C", "C", "H", "H", "H", "H", "H", "H", "H", "H", "O", "H", "H"], "positions_angstrom": [[2.94317, -0.48810, 0.35435], [1.69002, 0.35371, 0.05440], [1.79539, 1.48001, -0.75295], [0.72545, 1.89784, -1.52735], [-0.58085, 1.50059, -1.14526], [-0.62808, 0.71675, -0.04674], [0.38636, -0.10129, 0.33259], [3.73776, 0.07948, 1.00961], [3.44486, -0.73455, -0.60975], [2.67400, -1.34580, 0.94141], [2.85611, 1.90193, -0.73013], [0.92363, 2.66654, -2.31571], [-1.41823, 1.50520, -1.82241], [-1.61093, 0.26407, 0.18943], [0.23345, -1.00929, 0.79739], [-4.95736, -3.49952, 1.81431], [-4.19290, -3.99277, 1.62877], [-4.97766, -3.49573, 2.78261]]}

=====

Which formula does entry 4 have?
C7H10O